# 1
Formula: C33H88CsN7O12S
Source: the OMol25 dataset
Level of theory: ωB97M-V/def2-TZVPD

As for the highest occupied orbital energy: -7.585 eV. The value obtained for the frontier orbital gap is 6.88 eV. Its energy is -3014.28915 a.u. The LUMO energy comes out at -0.71 eV.

Cartesian coordinates (Å):
O -3.9920 25.4557 -7.2617
H -4.4138 24.6328 -7.0037
H -3.7740 25.4147 -8.1957
H -3.1554 25.6345 -6.8262
Cs -7.5027 22.7663 -4.7379
S -4.5645 22.0786 -7.1349
O -5.5419 21.3262 -6.2860
O -3.3612 22.3542 -6.3506
O -4.1906 21.5090 -8.4387
O -5.2303 23.3831 -7.3597
C -4.8301 17.9857 -2.8944
C -4.5313 19.2929 -3.6428
C -3.5253 18.8782 -4.8985
O -2.4127 18.1586 -4.5333
C -1.4234 18.9322 -3.8758
N -5.8572 19.7605 -4.2104
H -5.1225 17.1271 -3.4989
H -5.7672 18.1752 -2.3708
H -4.2378 17.6745 -2.0339
H -4.2063 20.0677 -2.9485
H -3.2779 19.7052 -5.5641
H -4.0786 18.2618 -5.6070
H -1.5709 19.0712 -2.8048
H -1.2502 19.9258 -4.2891
H -0.4802 18.3944 -3.9719
H -6.3606 18.9883 -4.6231
H -5.6671 20.3567 -5.0032
C -9.0744 16.6324 -7.8110
C -9.1927 16.9182 -6.3111
C -7.8786 17.4295 -5.6984
O -6.7271 16.5944 -5.6435
C -7.0402 15.2996 -5.1327
N -10.1518 17.9333 -5.9627
H -8.2043 16.0202 -8.0480
H -9.1718 17.5132 -8.4457
H -9.9735 16.0960 -8.1144
H -9.5222 15.9360 -5.9723
H -7.9795 17.6863 -4.6439
H -7.5374 18.3304 -6.2085
H -7.6720 14.8703 -5.9103
H -7.5088 15.4153 -4.1554
H -6.0936 14.7673 -5.0388
H -10.4072 17.8238 -4.9917
H -10.9838 17.6548 -6.4630
C -12.2013 21.3211 -6.1903
C -10.9124 21.9642 -5.5132
C -10.9276 21.5641 -4.0721
O -10.1957 22.6355 -3.3969
C -10.5967 23.1001 -2.1151
N -9.8426 21.2785 -6.1901
H -12.1337 20.2376 -6.0919
H -12.2419 21.5893 -7.2460
H -13.1342 21.3510 -5.6273
H -10.8110 23.0326 -5.7042
H -10.6547 20.5220 -3.9061
H -11.9679 21.6466 -3.7574
H -11.6194 23.4762 -2.1459
H -9.9107 23.9191 -1.8992
H -10.6822 22.3203 -1.3584
H -9.7502 21.5110 -7.1686
H -9.9512 20.2828 -6.0607
C -10.8290 26.1089 -6.4063
C -9.3857 25.8330 -7.0172
C -8.1731 26.2351 -6.1598
O -7.9595 25.5627 -4.9047
C -7.2365 26.2147 -3.8456
N -9.0881 24.4056 -7.1891
H -10.7656 25.7998 -5.3630
H -11.6816 25.5549 -6.7992
H -10.9960 27.1851 -6.4509
H -9.3553 26.2245 -8.0340
H -8.2631 27.2665 -5.8188
H -7.2471 26.3177 -6.7287
H -6.1907 26.3934 -4.0954
H -7.2378 25.5479 -2.9833
H -7.5498 27.2186 -3.5590
H -9.8610 23.8300 -7.4916
H -8.4310 24.4006 -7.9561
C -6.9411 22.7021 -9.9511
C -6.1522 24.0089 -10.4088
C -6.6363 24.4505 -11.7786
O -6.4302 23.4315 -12.7840
C -6.4083 23.8276 -14.1100
N -6.3294 24.9917 -9.3360
H -6.5419 21.7939 -10.4028
H -8.0163 22.6443 -10.1206
H -6.7527 22.5337 -8.8908
H -5.1285 23.6697 -10.5676
H -6.1299 25.4086 -11.8956
H -7.7060 24.6462 -11.8531
H -7.3953 23.9261 -14.5619
H -5.7960 23.1785 -14.7360
H -6.0265 24.8475 -14.1551
H -6.0602 24.3853 -8.5745
H -5.4938 25.5484 -9.4460
C -2.3964 23.7393 -2.5982
C -3.6702 24.5243 -2.7762
C -3.7423 25.9198 -2.0690
O -3.7255 25.6259 -0.6739
C -3.9379 26.7085 0.2813
N -3.8704 24.6697 -4.1656
H -2.6135 22.6739 -2.6751
H -1.7174 23.9428 -1.7702
H -1.7471 23.8746 -3.4632
H -4.5277 24.0063 -2.3467
H -4.7637 26.2357 -2.2814
H -3.1242 26.7687 -2.3611
H -3.9520 26.4611 1.3428
H -4.8449 27.2823 0.0911
H -3.1115 27.3796 0.0474
H -3.1196 25.2401 -4.5274
H -3.7517 23.8613 -4.7593
C -4.1924 20.7590 2.7656
C -5.5217 21.1579 1.9612
C -5.2117 21.9482 0.6455
C -6.3761 22.0421 -0.4295
C -6.9600 20.6589 -0.6783
C -7.4061 19.9458 0.6520
N -6.2941 19.9785 1.5795
O -6.5266 19.0716 2.6327
C -8.8080 20.4518 1.1824
C -7.6716 18.4491 0.2658
C -6.2794 22.0965 2.9828
H -3.5952 19.9984 2.2626
H -4.4198 20.4994 3.7995
H -3.5934 21.5896 3.1389
H -5.0615 23.0045 0.8684
H -4.3007 21.6500 0.1266
H -6.1107 22.3659 -1.4359
H -7.1097 22.8005 -0.1562
H -6.1952 20.0175 -1.1163
H -7.8145 20.8053 -1.3390
H -8.5335 21.2215 1.9037
H -9.4104 20.9375 0.4146
H -9.3934 19.6949 1.7044
H -8.3865 18.3113 -0.5454
H -6.7664 18.0315 -0.1750
H -8.1330 17.8328 1.0375
H -5.6324 22.8993 3.3366
H -6.7354 21.5512 3.8091
H -7.0055 22.7378 2.4832
H -6.9776 19.5777 3.3125

# 2
Formula: C5H14N2O
Source: the OMol25 dataset
Level of theory: ωB97M-V/def2-TZVPD

As for the highest occupied orbital energy (spin up / spin down): -7.324 / -7.365 eV. The value obtained for the frontier orbital gap (spin up / spin down) is 7.78 / 7.78 eV. Its energy is -383.47563 a.u. The LUMO energy (spin up / spin down) comes out at 0.46 / 0.42 eV.

Cartesian coordinates (Å):
C 1.8610 -0.3174 -0.1226
C 0.3704 0.2898 0.2379
C -1.9794 1.0942 -0.6978
C 2.9246 0.1379 0.8697
C -2.9776 -0.0105 -0.9622
N -0.0789 -0.3225 1.3166
N -0.6005 -1.5435 1.2092
O 2.1638 0.0726 -1.4369
H 2.2658 1.0317 -1.4649
H 1.7896 -1.4056 -0.1596
H -0.9295 -1.9480 2.0718
H -0.1957 -2.2086 0.5551
H -0.7246 0.5264 -0.9286
H 0.4699 1.3620 0.2982
H -2.0669 1.4831 0.3126
H -2.1526 1.9591 -1.3345
H 3.9030 -0.2132 0.5393
H 2.9478 1.2230 0.9305
H 2.7276 -0.2728 1.8654
H -2.8700 -0.8259 -0.2468
H -2.8362 -0.4499 -1.9578
H -4.0115 0.3380 -0.8946

# 3
Formula: C37H32FO14PSi2
Source: the OMol25 dataset
Level of theory: ωB97M-V/def2-TZVPD

As for the highest occupied orbital energy: -8.252 eV. The value obtained for the frontier orbital gap is 6.50 eV. Its energy is -3502.63216 a.u. The LUMO energy comes out at -1.75 eV.

Cartesian coordinates (Å):
C 0.9812 3.4648 -2.3986
P -0.7236 3.9642 -2.8187
O -0.9447 5.2687 -1.7971
Si -2.0464 2.3888 -1.8673
O -3.2551 3.1734 -1.0407
Si -4.8465 3.1757 -1.4156
F -5.0146 3.7558 -2.9014
H 1.0605 2.4326 -2.0536
H 1.3584 4.1236 -1.6151
H 1.6047 3.6121 -3.2795
H -1.6587 5.8147 -2.1481
H -1.2605 1.5780 -0.8981
H -2.5993 1.5023 -2.9155
H -5.3780 1.8024 -1.4156
H -5.5531 4.0646 -0.4880
C 1.5688 7.4753 -1.6430
C 1.1925 7.9859 -0.4740
C 1.9914 9.0363 0.2033
O 1.6535 9.5053 1.2681
C 3.2315 9.4980 -0.4765
C 3.6090 8.9859 -1.6441
C 2.8069 7.9312 -2.3179
O 3.1657 7.4575 -3.3758
H 0.9887 6.7094 -2.1413
H 0.2960 7.6595 0.0379
H 3.7961 10.2659 0.0371
H 4.5074 9.3027 -2.1592
C 5.9853 2.1866 -1.0056
C 4.8177 2.6639 -0.5829
C 4.4234 4.0729 -0.8165
O 3.3502 4.4929 -0.4341
C 5.3776 4.9428 -1.5483
C 6.5472 4.4725 -1.9720
C 6.9428 3.0583 -1.7349
O 8.0065 2.6340 -2.1310
H 6.2835 1.1593 -0.8422
H 4.0976 2.0519 -0.0538
H 5.0619 5.9643 -1.7199
H 7.2612 5.0824 -2.5107
C 0.2791 -0.5388 1.0561
C -0.6697 -0.9618 1.8859
C -1.4619 -2.1791 1.5828
O -2.3371 -2.5577 2.3354
C -1.1616 -2.9082 0.3249
C -0.2106 -2.4839 -0.5026
C 0.5840 -1.2674 -0.2020
O 1.4488 -0.8741 -0.9557
H 0.8674 0.3503 1.2456
H -0.9164 -0.4482 2.8063
H -1.7673 -3.7810 0.1172
H 0.0245 -2.9906 -1.4298
C -7.4771 -3.9896 -0.6057
C -6.3456 -4.0234 -1.3032
C -5.0461 -3.6935 -0.6664
O -4.0089 -3.7346 -1.2987
C -5.0535 -3.3184 0.7653
C -6.1861 -3.2804 1.4587
C -7.4852 -3.6193 0.8341
O -8.5186 -3.6032 1.4691
H -8.4395 -4.2308 -1.0388
H -6.3104 -4.2947 -2.3506
H -4.0894 -3.0968 1.2037
H -6.2140 -3.0215 2.5099
C 6.6286 -2.5108 -1.0960
C 6.4682 -3.8289 -1.1676
C 6.2579 -4.6474 0.0548
O 6.1111 -5.8474 -0.0088
C 6.2345 -3.9369 1.3604
C 6.3949 -2.6189 1.4316
C 6.6018 -1.8046 0.2087
O 6.7423 -0.6009 0.2740
H 6.7843 -1.8908 -1.9698
H 6.4816 -4.3702 -2.1049
H 6.0806 -4.5565 2.2347
H 6.3827 -2.0760 2.3680
C -4.2052 -8.2821 4.1397
C -4.2769 -7.5570 3.0275
C -5.5244 -6.8450 2.6559
O -5.5939 -6.1815 1.6428
C -6.6880 -6.9654 3.5696
C -6.6161 -7.6899 4.6824
C -5.3690 -8.4062 5.0564
O -5.3014 -9.0653 6.0698
H -3.3099 -8.8135 4.4361
H -3.4450 -7.4483 2.3432
H -7.5822 -6.4306 3.2732
H -7.4478 -7.7955 5.3671